ORCA calculation (ωB97M-V/def2-TZVPD) on 9 unconnected molecules or ions with the total composition C6H26NO8.

Molecular weight, g/mol: 240.273
Charge: -1
DFT total energy, Eh: -900.792176
Frontier orbital gap, eV: 8.09

XYZ file:
```
41
Properties=species:S:1:pos:R:3:forces:R:3
C -2.864852 -2.229061 -0.297777 -4.31 1.20 -5.28
O -3.670781 -3.110006 -0.559671 1.19 -0.15 1.62
C -3.199546 -0.880970 -1.057496 -2.94 0.11 0.70
C -2.147683 -0.124311 -1.773637 0.79 1.72 -2.28
C -0.910530 0.035361 -0.981232 1.39 0.69 0.85
C 0.101313 0.890526 -1.255018 0.98 -2.40 2.12
N 1.395072 0.750187 -0.595220 -0.85 2.22 -1.82
C 2.032686 2.058518 -0.293115 -0.57 -0.07 -0.39
H -1.943548 -2.297361 0.139240 2.44 -0.69 1.94
H -2.100871 -1.768542 2.470344 0.77 -0.03 -0.71
H -4.131718 -0.975211 -1.739631 1.62 -0.78 0.90
H -3.695391 -0.233169 -0.301413 0.72 -0.01 0.14
H -2.495686 0.924423 -2.112610 0.06 -1.41 0.66
H -1.884289 -0.573340 -2.779330 -0.38 -0.09 1.07
H -0.774938 -0.611189 -0.087395 0.13 0.35 -0.87
H 0.041625 1.614096 -2.057055 0.22 -0.53 -0.02
H 1.507912 0.094470 0.171841 -0.74 0.03 -0.27
H 1.411628 2.598537 0.448547 0.33 0.31 -0.75
H 2.936483 1.852892 0.226031 0.88 -0.17 0.42
H 2.351236 2.667658 -1.205852 -0.93 -0.82 0.95
H -1.842809 1.286469 2.389733 0.39 -0.91 -0.34
H -0.527754 2.156073 2.726610 -1.16 -0.66 -0.36
O -1.514925 2.122129 2.682369 0.96 1.54 0.65
H -2.583517 -1.764887 3.001259 -0.73 0.04 0.73
H 1.067815 -2.810760 0.964636 -2.57 2.75 0.60
O 0.344226 -2.062381 1.173592 2.88 -1.02 1.35
H 0.823579 -1.360471 -2.368535 -0.23 1.14 0.39
H 1.498424 -2.471414 -1.584416 0.49 0.28 0.90
O 1.076120 -2.264821 -2.411699 -0.34 -1.35 -1.42
H 2.941013 -0.945789 2.698237 5.24 -2.12 5.92
H 0.928818 -1.400515 1.801406 -1.05 -2.02 -1.70
O 2.393580 -0.732315 2.079973 -5.26 1.83 -6.23
H 2.641441 -1.531204 0.797075 -0.25 -1.43 -1.25
H 3.127903 -1.206940 -0.521669 -0.19 -0.86 -0.84
O 2.693093 -2.018994 -0.187712 1.16 2.12 2.17
H 2.121268 1.386767 3.483410 0.14 1.29 -1.49
H 2.217975 0.725946 2.179808 0.27 1.17 0.11
O 2.195577 1.729793 2.536793 -0.51 -1.99 1.98
H 0.120881 3.021873 -2.338997 -1.32 2.18 -0.86
H -1.332077 3.639452 -2.703781 1.87 0.05 0.09
O -0.348755 3.818484 -2.757643 -0.56 -1.51 0.65
```
Forces are in eV/Å.